No. 1
Molecular formula: C16H25NO3
Method: DFT, ωB97M-V/def2-TZVPD

Last column: Löwdin charge in e.
Cartesian coordinates (Å):
C: -5.05 -0.10 -2.69  -0.125
C: -5.56 1.20 -2.10  -0.383
O: -4.90 2.25 -2.54  -0.065
C: -3.47 2.53 -2.10  -0.206
C: -2.67 1.82 -1.27  0.038
C: -1.41 2.12 -0.68  -0.433
C: -0.75 3.27 -1.15  0.085
C: -1.49 3.83 -2.35  -0.006
C: -2.76 3.50 -2.68  -0.074
H: -3.36 4.21 -3.39  0.159
H: -1.10 4.57 -2.63  -0.021
H: 0.21 3.22 -1.05  0.050
O: -0.64 1.49 0.05  0.023
C: -1.39 0.20 0.88  0.078
C: -0.24 -0.35 1.72  -0.359
O: 0.65 -1.19 1.40  -0.075
C: 1.67 -0.50 0.45  -0.011
C: 2.86 -0.05 1.32  -0.107
N: 3.68 -1.13 1.61  -0.203
C: 4.58 -1.71 0.77  -0.219
C: 4.68 -3.25 0.90  -0.041
H: 3.81 -3.77 0.64  0.078
H: 5.49 -3.75 0.77  0.024
C: 4.32 -3.22 2.66  -0.010
H: 5.22 -3.20 2.83  -0.014
H: 3.88 -4.16 2.78  0.079
C: 3.42 -1.93 2.57  -0.275
H: 3.18 -1.80 3.60  0.112
H: 2.38 -2.41 2.46  0.129
H: 5.61 -1.22 0.75  0.130
H: 4.18 -1.60 -0.39  0.152
H: 2.52 0.37 2.03  0.032
H: 3.29 0.62 0.64  0.131
H: 2.05 -1.40 -0.23  0.162
H: 1.27 0.17 -0.17  0.060
H: 0.09 0.40 2.35  0.113
H: -0.80 -0.93 2.45  0.144
H: -1.65 -0.45 0.36  -0.007
H: -2.23 0.51 1.42  0.116
H: -3.27 0.75 -0.48  0.187
H: -6.54 1.50 -2.19  0.085
H: -5.36 0.98 -0.66  0.182
H: -3.85 -0.36 -2.47  0.118
H: -5.00 0.07 -3.80  0.077
H: -5.53 -1.11 -2.42  0.088

HOMO energy ... -7.6 eV
E ... -904.49343 Ha
F_max ... 13.8 eV Å⁻¹
Energy relative to the best compared isomer or geometry (same formula, charge and spin) ... 1861.7 kJ/mol
Net charge ... 0

No. 2
Molecular formula: C3H9ErO3
Method: DFT, ωB97M-V/def2-TZVPD

Last column: Löwdin charge in e.
Cartesian coordinates (Å):
O: 3.18 2.02 -0.35  -0.135
H: 2.29 2.63 -0.17  0.172
H: 3.81 2.30 0.31  0.073
C: -0.69 -2.47 -0.15  -0.018
O: -0.29 -1.11 -0.18  -0.369
C: -1.32 -0.17 0.17  -0.145
C: -0.81 1.26 0.03  -0.246
H: 0.16 -3.07 -0.48  0.109
H: -0.98 -2.76 0.87  0.125
H: -1.54 -2.61 -0.83  0.129
H: -1.60 -0.37 1.22  0.155
H: -2.16 -0.34 -0.51  0.161
H: -1.01 1.58 -1.01  0.147
H: -1.38 1.88 0.74  0.156
Er: 1.79 -0.19 0.07  2.046
O: 0.56 1.42 0.29  -0.360

HOMO energy (alpha / beta) ... -18.7 / -18.8 eV
<S²> ... 3.753
E ... -1359.81317 Ha
F_max ... 4.4 eV Å⁻¹
Net charge ... +2
2S+1 ... 4

No. 3
Molecular formula: C35H28N2O
Method: DFT, ωB97M-V/def2-TZVPD

Last column: Löwdin charge in e.
Cartesian coordinates (Å):
C: -5.38 -0.36 -4.02  -0.092
C: -4.70 -1.54 -4.38  -0.085
C: -3.31 -1.59 -4.30  -0.041
C: -2.58 -0.49 -3.81  -0.159
C: -1.14 -0.53 -3.56  -0.185
N: -0.57 0.59 -3.19  0.078
C: 0.61 0.95 -2.75  -0.205
C: 1.07 2.25 -3.06  -0.264
N: 1.50 3.32 -3.31  0.125
C: -0.38 -1.79 -3.68  -0.172
C: -0.86 -2.96 -3.06  -0.045
C: -0.08 -4.11 -3.05  -0.079
C: 1.16 -4.13 -3.71  -0.089
C: 1.59 -3.00 -4.40  -0.080
C: 0.85 -1.82 -4.37  -0.029
C: -3.26 0.72 -3.57  -0.026
C: -4.65 0.78 -3.65  -0.079
H: -6.47 -0.33 -4.04  0.098
H: -5.26 -2.42 -4.71  0.102
H: -2.78 -2.50 -4.61  0.107
H: 1.32 0.24 -2.28  0.106
H: -1.84 -2.94 -2.58  0.117
H: -0.44 -5.00 -2.52  0.103
H: 1.77 -5.03 -3.69  0.101
H: 2.53 -3.02 -4.97  0.103
H: 1.18 -0.93 -4.90  0.121
H: -2.67 1.60 -3.30  0.109
H: -5.16 1.72 -3.41  0.101
C: 7.01 0.66 0.06  -0.055
C: 5.54 0.93 0.17  -0.270
C: 4.89 1.63 -0.85  -0.032
C: 3.53 1.85 -0.80  -0.004
C: 2.72 1.32 0.26  -0.193
C: 1.31 1.45 0.20  0.037
C: 0.40 1.01 1.20  -0.202
C: 0.57 -0.18 1.96  -0.022
C: -0.35 -0.58 2.91  0.008
C: -1.50 0.19 3.12  -0.233
O: -2.49 -0.26 3.99  -0.011
C: -2.48 0.21 5.31  -0.250
C: -3.47 1.12 5.70  -0.008
C: -3.41 1.65 6.98  -0.080
C: -2.42 1.24 7.88  -0.094
C: -1.47 0.30 7.48  -0.079
C: -1.48 -0.22 6.19  -0.008
C: -1.71 1.38 2.40  0.013
C: -0.78 1.77 1.46  -0.001
C: 3.43 0.73 1.36  -0.014
C: 4.80 0.50 1.28  -0.034
H: 7.32 -0.13 0.75  0.078
H: 7.28 0.37 -0.96  0.085
H: 7.59 1.56 0.31  0.091
H: 5.47 2.01 -1.69  0.122
H: 3.05 2.44 -1.57  0.083
H: 0.91 2.11 -0.57  0.086
H: 1.44 -0.82 1.77  0.112
H: -0.21 -1.49 3.50  0.122
H: -4.24 1.39 4.98  0.119
H: -4.16 2.39 7.28  0.105
H: -2.40 1.65 8.89  0.103
H: -0.70 -0.04 8.18  0.105
H: -0.75 -0.95 5.85  0.113
H: -2.61 1.96 2.59  0.126
H: -0.93 2.71 0.92  0.124
H: 2.90 0.46 2.27  0.102
H: 5.32 -0.01 2.09  0.116

HOMO energy ... -5.8 eV
E ... -1535.12724 Ha
F_max ... 2.8 eV Å⁻¹
Net charge ... 0

No. 4
Molecular formula: C3H9AlBClO6P
Method: DFT, ωB97M-V/def2-TZVPD

Last column: Löwdin charge in e.
Cartesian coordinates (Å):
C: -0.39 -0.68 2.55  0.016
B: -0.57 0.30 1.34  -0.502
O: -1.44 1.37 1.49  0.099
C: 0.21 0.06 -0.02  -0.472
P: 0.95 1.62 -0.69  0.459
O: 2.15 2.04 0.04  -0.276
O: -0.12 2.82 -0.69  -0.165
O: 1.24 1.33 -2.23  -0.114
O: 1.28 -0.83 0.04  -0.219
Al: 1.02 -2.20 -1.11  0.227
O: -0.19 -1.19 -2.05  -0.274
C: -0.84 -0.54 -1.05  -0.766
Cl: -2.00 0.68 -1.72  0.675
H: 0.00 -1.65 2.24  0.059
H: -1.34 -0.80 3.06  0.061
H: 0.29 -0.21 3.27  0.076
H: -2.10 1.35 0.79  0.060
H: 0.10 3.39 0.05  0.074
H: 0.69 0.59 -2.55  0.053
H: 2.28 -2.77 -1.91  -0.100
H: 0.22 -3.39 -0.35  -0.073
H: -1.45 -1.27 -0.49  0.101

HOMO energy ... -5.5 eV
E ... -1640.29808 Ha
F_max ... 1.4 eV Å⁻¹
Net charge ... -1